Record 1
{"formula": "C3H11NO3P", "method": "ωB97M-V/def2-TZVPD", "charge": 1, "e_lumo_ev": -3.35, "species": ["H", "P", "H", "H", "C", "H", "C", "O", "H", "H", "N", "H", "H", "H", "O", "H", "H", "C", "O"], "coordinates": [[-1.6869, 0.1497, 0.6871], [0.7043, 0.4323, -0.8099], [2.4942, -2.0466, -0.1719], [-0.0577, 3.0114, 1.4039], [-0.1109, 2.6101, 0.4021], [-0.9234, 3.0400, -0.1587], [2.8339, -0.9802, -0.0081], [-0.3538, 1.1742, 0.2298], [0.9882, 2.7635, 0.1830], [-1.5800, -2.3960, -0.5873], [-2.1702, -0.7131, 0.3594], [-1.8974, -1.3623, 1.2259], [-3.1704, -0.5700, 0.0568], [-2.0378, -1.1743, -1.7214], [1.7941, -0.0099, 0.2906], [3.4506, -0.9657, 0.9387], [3.4069, -0.4072, -0.8132], [-1.4963, -1.4000, -0.7906], [-0.1874, -1.1558, -0.7162]]}



Record 2
{"formula": "C3H11NO3S", "method": "ωB97M-V/def2-TZVPD", "e_lumo_ev": 0.19, "species": ["H", "H", "O", "S", "H", "H", "H", "H", "H", "C", "O", "C", "H", "O", "H", "N", "H", "C", "H"], "coordinates": [[1.4278, -0.6387, -0.1595], [-0.3606, 2.2517, 1.5289], [2.3218, -0.5486, -2.2902], [-0.9136, 1.1854, 2.0721], [-1.9423, 3.4692, 0.0421], [0.9221, -3.8489, 0.8474], [-2.7312, 2.2945, -0.4861], [2.0646, -2.8254, 1.1392], [-1.2423, -1.2704, -0.7296], [-0.6293, -0.3890, -0.3653], [-2.2685, 3.1383, -0.7453], [1.1206, -0.3159, -2.1965], [-1.6045, -0.8124, 1.5099], [1.8068, -3.5967, 0.4441], [0.1414, -0.9527, 1.6610], [0.7377, -0.4263, -0.8889], [0.1356, -0.2136, -2.7587], [-0.6823, -0.3008, 1.1921], [-1.0923, 0.6535, -0.5763]]}



Record 3
{"formula": "C3H11NO4", "method": "ωB97M-V/def2-TZVPD", "multiplicity": 2, "charge": -1, "e_lumo_ev": [3.82, 2.37], "species": ["N", "H", "H", "C", "O", "O", "H", "O", "H", "H", "H", "H", "H", "H", "H", "C", "H", "O", "C"], "coordinates": [[-2.1053, -0.2933, 0.4056], [-3.5864, -1.4128, -0.7106], [1.1002, -3.4864, -2.3714], [0.1315, 0.4960, 0.0386], [2.6201, 2.9342, -0.5404], [-1.7742, -2.2661, -0.9275], [3.7001, 0.2134, 0.9670], [2.8436, 0.6305, 0.8586], [1.6310, 0.0581, 1.1734], [2.7508, 2.1564, 0.0671], [-1.7526, -0.4248, 1.3435], [-2.9005, -2.2231, 0.7340], [3.4291, 3.0037, -1.0506], [0.8364, -3.0618, -2.9269], [-1.5149, 0.7329, -1.2907], [-1.2154, 0.4398, -0.2909], [0.8562, 1.0283, -0.5641], [0.5628, -0.0687, 1.0919], [-2.6510, -1.6646, -0.1959]]}



Relative energy (zero: lowest compared OMol25 entry of this formula, charge and spin), respectively: 51.13; 64.86; 23.57 kcal/mol.
E_tot, respectively: -742.46392; -799.48636; -476.54006 a.u..